Molecular formula: C6H12O
Method: DFT, ωB97M-V with the def2-TZVPD basis set

Cartesian coordinates (Å):
1 C 2.57 0.26 0.77
2 C 1.43 -0.32 -0.06
3 C 0.53 0.77 -0.67
4 C -0.83 0.22 -1.11
5 C -1.74 0.28 0.10
6 C -2.52 -0.94 0.52
7 O -1.82 1.31 0.75
8 H 3.24 -0.52 1.15
9 H 2.17 0.81 1.63
10 H 3.17 0.96 0.18
11 H 0.83 -1.00 0.56
12 H 1.84 -0.94 -0.87
13 H 1.06 1.27 -1.48
14 H 0.29 1.54 0.07
15 H -0.76 -0.80 -1.52
16 H -1.26 0.86 -1.89
17 H -3.40 -1.04 -0.12
18 H -2.84 -0.82 1.55
19 H -1.92 -1.85 0.41

Its HOMO energy is -9.65 eV. The calculation puts the energy above the lowest of the compared OMol25 structures with the same formula, charge and spin at 23.6 kJ/mol. The SMILES is CCCCC(C)=O. Its largest force on an atom is 0.0085 hartree/bohr.

natural (NBO) population analysis, charges in e, atoms 1 to 2: number 1, C, carries -0.6028; number 2, C, carries -0.3936